ORCA calculation (wB97M-V/def2-TZVPD) on a molecular structure, C19H29F3N2O.

LUMO energy   0.012 hartree
Relative energy (zero: lowest compared OMol25 entry of this formula, charge and spin)   18.386 eV

Positions of all 54 atoms, in Å:
1 C 1.971759 -4.321867 -6.202452
2 H 2.803197 -4.370963 -5.520909
3 H 1.631088 -5.135893 -6.695861
4 H 2.191557 -3.433372 -6.965117
5 C 0.811143 -3.676518 -5.519367
6 C -0.389029 -3.716877 -6.385568
7 H -1.194950 -3.617162 -5.786320
8 H -0.736311 -4.503948 -7.013915
9 H -0.398540 -2.810655 -7.103057
10 C 1.078077 -2.571236 -4.619477
11 H 1.809104 -2.892656 -4.100898
12 H 1.071180 -1.797486 -5.453694
13 C 0.069007 -2.075879 -3.682373
14 N 0.388123 -1.291231 -2.660111
15 C 0.287168 0.218869 -3.272316
16 C 1.303879 0.931622 -2.389431
17 N 1.040190 0.983581 -0.945490
18 C 1.145584 -0.493376 -0.546439
19 H 1.964256 -0.719157 -0.643434
20 C 0.111353 -1.476352 -1.275295
21 C -1.383356 -0.948749 -0.984054
22 H -1.409881 -1.274060 0.168731
23 H -1.633074 -0.060891 -1.147721
24 C -2.388839 -2.108721 -1.435920
25 O -3.925299 -1.637426 -0.890348
26 H -3.951960 -0.787627 -0.805262
27 H -2.388590 -1.680989 -2.569527
28 H -2.318799 -2.995704 -1.250449
29 H 0.384974 -2.496149 -1.039551
30 H 0.924669 -0.521024 0.585946
31 C 1.511306 1.860608 -0.143598
32 C 1.043107 2.026798 1.156758
33 C 1.884652 1.952746 2.395824
34 C 1.493341 2.112772 3.578836
35 C 0.075164 2.101883 3.764726
36 C -1.001975 1.951024 2.792792
37 C -0.386452 2.116484 1.383224
38 H -0.840536 1.722073 0.690331
39 H -1.936479 2.035566 2.849806
40 C -0.632950 1.962654 5.148460
41 F 0.394751 2.652419 6.211142
42 F -0.804365 0.634713 5.659036
43 F -1.659986 2.788739 5.161581
44 H 2.182095 2.100792 4.433067
45 H 2.902010 1.916971 2.105228
46 H 2.749307 1.712226 0.006567
47 H 1.661646 2.909734 -0.532411
48 H 2.412328 0.876055 -2.445304
49 H 0.927991 2.135447 -2.704816
50 H -0.739460 0.355667 -3.264961
51 H 0.604376 0.169078 -4.230282
52 H -1.013983 -1.891118 -4.136608
53 H -0.394541 -3.004268 -2.909308
54 H 0.625731 -4.702348 -4.650635

Forces on atoms 1 to 6 (eV/Å):
1.294 6.559 -0.571
0.489 -0.641 -0.099
-0.370 -2.726 -1.411
0.440 -2.072 0.712
-1.754 -8.046 2.992
0.533 3.054 -2.338

=====

ORCA calculation (wB97M-V/def2-TZVPD) on 2 unconnected molecules or ions with the total composition C13H11NO.

Spin multiplicity   3
LUMO energy (alpha / beta)   0.029 / -0.129 hartree
Relative energy (zero: lowest compared OMol25 entry of this formula, charge and spin)   4.537 eV

Positions of all 26 atoms, in Å:
1 C -0.588507 2.461129 2.226191
2 C 0.065724 1.460090 1.906711
3 C -0.202050 1.231542 -1.889536
4 C -1.774675 -3.277171 1.128737
5 C -2.152372 -2.251216 2.037082
6 C -0.675119 -3.037628 0.306967
7 C -1.519809 -1.052004 2.014595
8 C 0.106856 -1.845377 0.441720
9 C -0.355188 -0.819393 1.245122
10 C 2.271357 2.292884 -1.885797
11 C 2.050553 1.716790 -3.270086
12 C 0.940781 1.732155 -2.249470
13 C 0.664103 0.221150 1.456643
14 N -1.159135 0.666928 -1.354600
15 O 1.826715 0.085632 1.076927
16 H -0.895098 3.443991 2.263509
17 H -2.286456 -4.207174 0.974857
18 H -2.959594 -2.437519 2.759185
19 H -0.427890 -3.830514 -0.487914
20 H -1.820554 -0.241530 2.723937
21 H 1.014932 -1.866048 0.009426
22 H 2.808895 1.858979 -1.021433
23 H 2.441668 3.416459 -1.803984
24 H 2.217092 2.465834 -3.971200
25 H 2.426388 0.738533 -3.526971
26 H -2.018618 1.073478 -1.110618

Forces on atoms 1 to 6 (eV/Å):
2.580 -3.548 -1.221
-1.371 2.453 1.038
-0.034 0.314 1.005
1.433 -0.459 -1.855
-0.622 1.086 1.021
0.682 -0.209 -0.824

=====

Calculated max |F| (eV/Å), listed in the same order as above: 18.0, 6.6